*P*
A 4-piece molecular cluster, C2H9N2O overall, computed with wB97M-V/def2-TZVPD.

Calculated values
**Kohn-Sham gap**: 4.56 eV
**Multiplicity**: 1
**Total charge**: +1

```
14
C2H9N2O wB97M-V/def2-TZVPD
C 1.932 -1.086 -0.403
N 0.710 -0.678 0.137
C -0.493 -0.593 -0.627
N -1.576 -0.242 0.059
H 2.151 -2.240 -0.319
H 2.096 -0.889 -1.592
H 2.695 -0.599 0.185
H -0.788 1.690 -1.205
H -0.772 -0.931 -1.675
H -0.008 1.825 -1.854
H -2.416 -0.426 -0.414
H -1.100 1.053 1.856
H -1.519 1.427 3.287
O -0.911 1.689 2.565
```

Here are the Löwdin charges for atoms 1 to 4, given in e:
1. C -0.0543
2. N 0.2037
3. C -0.2336
4. N 0.2635

*Q*
A 2-piece molecular cluster, C2H9N2O overall, computed with wB97M-V/def2-TZVPD.

Calculated values
**Kohn-Sham gap**: 11.97 eV
**Multiplicity**: 1
**Total charge**: +1

```
14
C2H9N2O wB97M-V/def2-TZVPD
C 1.971 -0.655 -1.104
N 0.527 -1.028 -1.111
H 2.168 0.037 -0.285
H 2.744 -1.499 -0.824
H 2.285 -0.140 -2.062
H 0.113 -0.767 -2.018
H -0.148 -0.508 -0.362
H 0.393 -1.978 -0.931
C -1.903 0.950 0.857
N -1.422 1.243 2.048
O -1.361 0.386 -0.135
H -2.952 1.217 0.752
H -2.002 1.616 2.810
H -0.413 1.125 2.367
```

Here are the Löwdin charges for atoms 1 to 4, given in e:
1. C -0.0553
2. N 0.0908
3. H 0.0771
4. H 0.1369

Which structure is most stable? *Q*, by 8.243 eV over the runner-up.

*P*
C12H30LiO6 as an isolated structure, computed with wB97M-V/def2-TZVPD.

Calculated values
**Kohn-Sham gap (spin up / spin down)**: 1.70 / 10.41 eV
**Multiplicity**: 2
**Total charge**: 0

```
49
C12H30LiO6 wB97M-V/def2-TZVPD
Li -0.083 -0.190 0.086
C -0.157 3.047 -0.480
O -0.890 1.943 -0.075
C -2.000 1.700 -0.976
C -2.949 0.713 -0.355
O -2.204 -0.447 -0.190
C -2.936 -1.589 0.299
H 0.689 3.164 0.197
H -0.723 3.978 -0.447
H 0.209 2.843 -1.487
H -1.641 1.419 -1.966
H -2.589 2.593 -1.188
H -3.839 0.565 -0.967
H -3.286 1.066 0.620
H -3.874 -1.715 -0.241
H -3.107 -1.489 1.371
H -2.275 -2.442 0.144
C -0.839 -1.220 -2.912
O -0.030 -0.662 -1.988
C 1.176 -0.077 -2.539
C 2.188 0.200 -1.404
O 1.704 0.982 -0.283
C 2.699 1.556 0.576
H -1.299 -0.513 -3.603
H -1.721 -1.674 -2.459
H -0.404 -1.973 -3.568
H 0.990 0.801 -3.157
H 1.776 -0.771 -3.128
H 3.042 0.745 -1.805
H 2.652 -0.673 -0.944
H 3.265 2.331 0.059
H 3.434 0.858 0.978
H 2.301 2.128 1.414
C -0.705 1.276 2.742
O -0.073 0.172 2.066
C 1.035 -0.443 2.715
C 1.368 -1.811 2.018
O 0.976 -1.882 0.603
C 1.144 -3.211 0.161
H -0.270 2.244 2.494
H -0.495 1.185 3.808
H -1.792 1.290 2.809
H 0.759 -0.593 3.759
H 1.925 0.185 2.746
H 0.904 -2.690 2.466
H 2.430 -2.046 2.087
H 0.190 -3.732 0.231
H 1.862 -3.909 0.593
H 1.463 -3.229 -0.882
```

Here are the Löwdin charges for atoms 1 to 4, given in e:
1. Li 0.2394
2. C -0.1139
3. O -0.2239
4. C -0.1624

*Q*
C12H30LiO6 as an isolated structure, computed with wB97M-V/def2-TZVPD.

Calculated values
**Kohn-Sham gap (spin up / spin down)**: 1.49 / 10.56 eV
**Multiplicity**: 2
**Total charge**: 0

```
49
C12H30LiO6 wB97M-V/def2-TZVPD
Li 3.142 -6.105 -5.619
C 1.756 -4.074 -3.860
O 2.857 -5.092 -3.939
C 2.867 -6.036 -2.825
C 4.007 -7.033 -2.955
O 4.031 -7.558 -4.263
C 4.917 -8.754 -4.365
H 1.969 -3.433 -4.715
H 2.000 -3.521 -2.954
H 0.723 -4.422 -3.886
H 1.910 -6.542 -2.697
H 2.973 -5.458 -1.907
H 3.787 -7.812 -2.225
H 4.949 -6.498 -2.840
H 4.627 -9.602 -3.745
H 5.949 -8.543 -4.082
H 4.900 -9.232 -5.344
C 2.550 -3.572 -7.485
O 2.319 -4.973 -7.051
C 0.910 -5.239 -6.974
C 0.563 -6.700 -6.924
O 1.137 -7.053 -5.617
C 0.892 -8.415 -5.199
H 2.331 -3.541 -8.552
H 3.523 -3.108 -7.328
H 1.812 -2.930 -7.004
H 0.447 -4.915 -7.906
H 0.383 -4.640 -6.232
H 0.943 -7.250 -7.784
H -0.503 -6.912 -6.997
H 1.263 -8.573 -4.186
H 1.661 -8.906 -5.795
H -0.165 -8.679 -5.191
C 3.639 -8.118 -7.944
O 4.253 -7.235 -7.045
C 5.078 -6.334 -7.666
C 5.786 -5.568 -6.625
O 4.789 -4.917 -5.882
C 5.290 -3.786 -5.141
H 2.940 -8.814 -7.480
H 4.426 -8.833 -8.179
H 3.072 -7.630 -8.736
H 4.584 -5.686 -8.390
H 5.922 -6.714 -8.241
H 6.439 -4.791 -7.024
H 6.382 -6.177 -5.945
H 6.207 -3.885 -4.560
H 4.536 -3.571 -4.384
H 5.393 -2.883 -5.743
```

Here are the Löwdin charges for atoms 1 to 4, given in e:
1. Li 0.1333
2. C -0.0163
3. O -0.2920
4. C -0.1640

Which structure is most stable? *P*, by 0.371 eV over the runner-up.

*P*
CNO4S as an isolated structure, computed with wB97M-V/def2-TZVPD.

Calculated values
**Kohn-Sham gap (spin up / spin down)**: 5.59 / 5.61 eV
**Multiplicity**: 1
**Total charge**: -1

```
7
CNO4S wB97M-V/def2-TZVPD
C -2.064 -0.303 0.017
N 1.989 0.340 0.363
O -2.976 -0.344 -0.734
O 2.604 1.356 0.038
O -1.551 -0.365 1.033
O 2.367 -0.728 0.737
S -0.368 0.044 -1.454
```

Here are the Löwdin charges for atoms 1 to 4, given in e:
1. C -0.8946
2. N -0.3640
3. O 0.0060
4. O -0.0930

*Q*
A 2-piece molecular cluster, CNO4S overall, computed with wB97M-V/def2-TZVPD.

Calculated values
**Kohn-Sham gap**: 8.90 eV
**Multiplicity**: 1
**Total charge**: -1

```
7
CNO4S wB97M-V/def2-TZVPD
C 1.566 0.020 0.446
N 0.100 0.211 -0.948
O 1.454 -1.083 0.826
O 2.101 1.063 0.427
O -2.373 -0.181 -1.337
O -1.600 -0.020 1.001
S -1.249 -0.010 -0.415
```

Here are the Löwdin charges for atoms 1 to 4, given in e:
1. C -0.6472
2. N -0.2490
3. O 0.0836
4. O 0.0817

Which structure is most stable? *Q*, by 3.990 eV over the runner-up.

*P*
One molecule with the formula C3H6N2S, computed with wB97M-V/def2-TZVPD.

Calculated values
**Kohn-Sham gap**: 9.26 eV
**Multiplicity**: 1
**Total charge**: 0

```
12
C3H6N2S wB97M-V/def2-TZVPD
C -0.341 0.291 0.488
C 1.124 0.236 0.489
C 1.783 -0.762 -0.370
H -2.945 -0.152 -1.097
H -2.755 0.760 0.368
H -0.841 0.892 1.301
H 1.581 0.513 1.443
H 2.691 -1.211 0.026
H 1.140 -1.388 -1.028
N -2.432 -0.082 -0.188
N -1.084 -0.072 -0.511
S 2.079 0.973 -0.920
```

Here are the Löwdin charges for atoms 1 to 4, given in e:
1. C -0.2173
2. C -0.5957
3. C -0.4221
4. H 0.0913

*Q*
One molecule with the formula C3H6N2S, computed with wB97M-V/def2-TZVPD.

Calculated values
**Kohn-Sham gap**: 8.59 eV
**Multiplicity**: 1
**Total charge**: 0

```
12
C3H6N2S wB97M-V/def2-TZVPD
C -0.477 -0.695 -0.975
C 0.287 1.283 0.293
C 0.781 -0.917 1.062
H -0.220 -1.739 -1.225
H -1.603 -0.539 -0.589
H -0.515 -0.208 -2.008
H 0.791 1.589 1.194
H -1.233 1.830 -0.936
H 0.575 -2.012 1.024
N 0.439 -0.073 -0.002
N -0.620 2.074 -0.193
S 1.795 -0.593 2.353
```

Here are the Löwdin charges for atoms 1 to 4, given in e:
1. C -0.0836
2. C -0.2566
3. C -0.6378
4. H 0.0829

*R*
One molecule with the formula C3H6N2S, computed with wB97M-V/def2-TZVPD.

Calculated values
**Kohn-Sham gap**: 8.12 eV
**Multiplicity**: 1
**Total charge**: 0

```
12
C3H6N2S wB97M-V/def2-TZVPD
C -1.200 0.069 0.020
C -0.340 -1.064 -0.084
C 1.049 -1.002 -0.010
H -1.432 2.057 0.484
H 0.156 1.521 -0.132
H -3.148 0.443 -0.335
H -2.872 -1.202 0.183
H -0.859 -1.978 -0.096
H 1.545 -1.956 -0.045
N -0.835 1.357 -0.142
N -2.553 -0.217 0.107
S 2.080 0.320 0.039
```

Here are the Löwdin charges for atoms 1 to 4, given in e:
1. C -0.4204
2. C -0.1624
3. C -0.6598
4. H 0.1776

Which structure is most stable? *R*, by 1.155 eV over the runner-up.

*P*
One molecule with the formula C3H6N2S, computed with wB97M-V/def2-TZVPD.

Calculated values
**Kohn-Sham gap**: 9.81 eV
**Multiplicity**: 1
**Total charge**: 0

```
12
C3H6N2S wB97M-V/def2-TZVPD
C -0.654 0.777 0.017
C 1.396 -0.362 0.743
C 1.428 -0.390 -0.751
H -3.911 -0.035 -0.087
H -0.183 1.755 0.084
H 1.600 -1.263 1.291
H 1.513 0.546 1.288
H 1.641 0.547 -1.251
H 1.688 -1.327 -1.296
N -1.909 0.810 -0.058
N 0.158 -0.404 0.008
S -2.767 -0.654 0.012
```

Here are the Löwdin charges for atoms 1 to 4, given in e:
1. C -0.3486
2. C -0.1407
3. C -0.0985
4. H -0.1815

*Q*
One molecule with the formula C3H6N2S, computed with wB97M-V/def2-TZVPD.

Calculated values
**Kohn-Sham gap**: 10.52 eV
**Multiplicity**: 1
**Total charge**: 0

```
12
C3H6N2S wB97M-V/def2-TZVPD
C 1.720 -0.628 0.184
C -0.504 -0.117 -0.502
C 0.621 0.378 0.390
N 2.421 -1.460 -0.125
N -1.492 -0.895 0.075
S 1.109 2.076 -0.148
H -1.057 0.830 -0.977
H -0.154 -0.561 -1.508
H 0.336 0.087 1.447
H -1.208 -1.843 0.216
H -1.639 -0.460 1.032
H -0.151 2.592 -0.083
```

Here are the Löwdin charges for atoms 1 to 4, given in e:
1. C -0.2821
2. C -0.4380
3. C -0.6412
4. N 0.1567

Which structure is most stable? *Q*, by 0.718 eV over the runner-up.

*P*
C3H6N2S as an isolated structure, computed with wB97M-V/def2-TZVPD.

Calculated values
**Kohn-Sham gap**: 9.19 eV
**Multiplicity**: 1
**Total charge**: 0

```
12
C3H6N2S wB97M-V/def2-TZVPD
C -0.465 -1.377 -1.934
C 0.774 -0.068 0.350
C -1.398 2.333 1.551
H -1.238 -2.251 -1.474
H -0.965 -0.104 -1.664
H -0.258 -1.451 -3.399
H 1.393 -0.154 1.380
H -2.075 2.783 0.587
H -1.725 2.651 2.616
N -0.287 0.756 0.440
N -0.559 1.344 1.778
S 1.083 -1.344 -0.836
```

Here are the Löwdin charges for atoms 1 to 4, given in e:
1. C -0.4899
2. C -0.5450
3. C -0.1034
4. H 0.0598

*Q*
One molecule with the formula C3H6N2S, computed with wB97M-V/def2-TZVPD.

Calculated values
**Kohn-Sham gap**: 8.38 eV
**Multiplicity**: 1
**Total charge**: 0

```
12
C3H6N2S wB97M-V/def2-TZVPD
C -1.838 -1.031 0.009
C -0.200 0.561 -0.088
C 2.278 0.388 0.038
H -2.020 -1.809 -0.745
H -2.539 -0.141 -0.156
H -2.197 -1.481 0.968
H -0.989 1.309 -0.041
H 1.189 2.000 -0.058
H 3.109 1.048 0.285
N -0.492 -0.660 -0.070
N 1.077 1.034 -0.086
S 2.623 -1.217 -0.057
```

Here are the Löwdin charges for atoms 1 to 4, given in e:
1. C -0.1699
2. C -0.2440
3. C -0.6908
4. H 0.0763

Which structure is most stable? *Q*, by 5.222 eV over the runner-up.